Record 1
83
Properties=species:S:1:pos:R:3:forces:R:3:mulliken_spin:R:1 method="wB97M-V/def2-TZVPD" lumo_energy_ha="-0.02349 / -0.03183" gap_ev="5.5 / 6.3" total_energy_ha=-2809.5540 spin_multiplicity=3 de_lowest_ev=6.5024 homo_energy_ev="-6.19 / -7.15"
Pd 0.163 0.800 -1.550 0.1 -1.6 1.8 0.032
C 0.043 3.036 -1.391 0.8 1.5 -0.1 -0.026
C -0.965 3.231 -0.507 0.8 0.4 0.8 -0.016
C -2.390 3.380 -0.837 -0.7 1.0 -0.9 -0.011
C -2.787 2.931 -2.274 -1.2 0.4 0.7 -0.001
C -2.221 1.637 -2.701 1.4 -0.7 -1.7 -0.012
C -0.956 1.394 -3.223 -2.4 0.5 -2.4 0.003
C 0.084 2.359 -3.680 0.1 0.2 -0.1 0.022
C 0.107 3.579 -2.805 -0.3 -0.1 -0.1 -0.004
C 0.838 -1.600 -1.074 1.9 -0.5 -0.5 0.663
H 1.062 2.715 -1.121 -0.5 1.0 0.6 0.029
H -0.781 3.447 0.553 0.4 -1.0 -0.2 0.002
H -2.701 4.430 -0.779 0.0 0.0 0.2 0.000
H -2.997 2.833 -0.094 0.2 0.5 -0.2 0.000
H -3.880 2.806 -2.215 0.2 0.0 -0.2 0.000
H -2.663 3.753 -2.997 0.3 -0.4 0.3 0.000
H -2.918 0.809 -2.859 0.2 0.3 0.4 -0.001
H -0.893 0.507 -3.851 -0.2 0.5 0.6 0.001
H 0.027 2.623 -4.727 -0.4 -0.1 -0.5 0.001
H 1.000 1.770 -3.598 0.7 0.4 0.0 -0.003
H 1.069 4.106 -2.954 -0.5 0.0 0.4 -0.001
H -0.727 4.266 -3.046 0.6 -0.3 0.2 0.001
H 1.914 -1.295 -1.133 -0.6 0.2 0.0 -0.007
H 0.728 -2.438 -1.800 -0.2 0.6 0.6 0.004
H 0.666 -1.944 -0.063 0.4 -0.2 0.3 -0.112
P -1.355 -0.953 -0.735 -1.1 -0.1 0.4 0.271
P 0.416 0.993 1.442 1.4 0.4 -0.6 -0.021
N -1.810 -1.380 -2.445 1.0 0.0 -0.1 -0.002
N -2.266 -2.321 -0.008 0.5 -0.6 0.0 0.035
N 1.702 2.660 1.130 0.5 -0.6 -0.2 0.001
N 0.706 0.984 3.135 0.2 0.0 2.6 0.009
C -2.207 0.471 0.307 -0.7 -0.3 -1.4 0.103
C -1.471 0.888 1.603 0.4 0.3 -0.4 0.028
C -0.800 -1.385 -3.420 -0.9 -0.4 -1.1 0.010
C -1.368 -1.553 -4.684 0.7 -0.2 1.7 0.000
C -2.756 -1.751 -4.469 -0.8 0.0 0.8 0.006
C -3.006 -1.646 -3.105 0.5 0.2 -0.3 0.002
C -1.788 -3.634 -0.203 -1.7 0.1 0.8 -0.014
C -2.753 -4.523 0.268 0.1 1.4 -0.3 0.005
C -3.823 -3.729 0.826 0.4 0.7 -0.7 0.005
C -3.504 -2.394 0.636 0.6 -1.0 -0.4 0.021
C 2.659 2.367 0.159 0.5 1.3 -0.3 0.022
C 3.486 3.484 -0.106 -1.2 -1.1 1.3 0.002
C 3.107 4.506 0.810 -1.7 -1.9 0.9 0.001
C 2.031 3.944 1.564 0.3 0.7 -1.0 0.001
C 0.755 2.070 4.020 0.1 -0.3 0.1 -0.001
C 0.947 1.634 5.312 -0.2 0.4 -0.2 0.001
C 0.978 0.210 5.280 -0.3 -0.2 -0.5 0.000
C 0.819 -0.163 3.966 -0.1 0.4 -0.3 0.003
H -3.243 0.161 0.494 0.3 0.2 0.3 0.002
H -2.277 1.265 -0.457 0.2 -0.7 1.0 -0.014
H -1.795 1.855 2.014 -0.5 -0.3 -0.2 -0.004
H -1.590 0.128 2.411 0.2 0.4 -0.5 -0.007
H 0.227 -1.140 -3.174 -0.5 -0.2 -0.2 -0.014
H -0.812 -1.449 -5.609 -0.2 -0.3 0.1 0.000
H -3.517 -1.963 -5.215 0.2 0.1 0.2 0.000
H -3.909 -1.676 -2.512 -0.1 -0.2 -0.3 0.001
H -0.799 -3.809 -0.594 -0.1 0.0 -0.2 0.001
H -2.782 -5.589 0.099 0.3 0.0 0.3 0.000
H -4.780 -4.052 1.219 0.3 -0.1 0.0 0.002
H -4.055 -1.503 0.886 0.0 -0.2 0.0 -0.001
H 2.669 1.446 -0.398 -0.1 -0.3 0.2 -0.011
H 4.299 3.503 -0.804 0.1 -0.1 -0.2 0.000
H 3.554 5.476 0.994 -0.1 -0.2 -0.1 0.000
H 1.450 4.462 2.310 0.0 -0.1 0.1 0.000
H 0.662 3.079 3.657 0.1 -0.1 0.0 0.000
H 1.027 2.280 6.195 0.0 -0.4 -0.6 0.000
H 1.053 -0.483 6.127 0.1 0.4 -0.5 0.000
H 0.724 -1.156 3.560 0.1 0.2 0.0 -0.009
Cl 5.152 -2.888 0.080 0.5 0.0 -0.1 0.017
C 4.138 -3.446 1.349 -0.8 -0.1 0.8 0.227
C 4.284 -4.743 1.827 -0.3 0.5 -0.1 -0.114
C 3.343 -5.289 2.717 0.5 0.8 -0.5 0.235
C 2.205 -4.538 3.006 -0.5 0.1 -0.1 -0.117
C 2.046 -3.245 2.534 0.7 0.4 0.4 0.211
C 3.115 -2.545 1.856 -0.1 -2.8 -0.5 -0.113
C 3.076 -1.228 1.511 -0.4 0.8 -0.7 0.331
H 5.113 -5.318 1.444 0.0 -0.2 0.1 -0.004
H 3.496 -6.276 3.120 -0.1 -0.1 0.0 0.018
H 1.391 -5.005 3.553 0.1 0.1 0.0 -0.004
H 1.090 -2.726 2.645 0.4 -0.3 0.2 0.050
H 2.372 -0.588 2.015 0.1 0.1 -0.2 0.260
H 3.552 -0.912 0.582 0.2 0.3 0.7 0.001

Record 2
82
Properties=species:S:1:pos:R:3:forces:R:3:lowdin_charge:R:1 method="wB97M-V/def2-TZVPD" lumo_energy_ha=-0.15191 gap_ev=5.5 total_energy_ha=-2128.5490 spin_multiplicity=1 homo_energy_ev=-9.68 charge=+1
C -6.669 -5.575 -1.133 0.3 0.6 0.0 -0.059
O -6.149 -4.227 -1.154 0.2 -0.4 0.0 -0.089
C -4.805 -4.035 -1.115 0.7 -0.1 0.1 -0.264
C -4.352 -2.689 -1.097 -0.4 -0.8 0.0 0.003
C -3.003 -2.412 -1.022 0.2 -0.2 0.0 -0.028
C -2.041 -3.437 -0.972 -0.3 -0.1 0.1 -0.155
C -0.584 -3.040 -0.868 0.7 0.1 0.1 -0.476
C 0.377 -4.052 -1.128 -0.8 -0.4 -0.4 -0.374
S 2.057 -3.846 -1.022 -1.2 -1.4 -0.1 0.999
C 2.527 -4.962 0.355 0.5 0.3 -0.2 -0.244
C 2.591 -4.924 -2.408 0.4 0.5 0.3 -0.236
O -0.266 -1.870 -0.556 -0.2 -0.2 0.0 -0.063
C -2.498 -4.768 -0.976 0.2 0.5 -0.2 -0.031
C -3.853 -5.082 -1.072 -0.5 0.5 0.1 -0.012
H -7.750 -5.433 -1.142 0.2 -0.2 0.0 0.092
H -6.353 -6.140 -2.021 -0.1 0.2 0.2 0.095
H -6.366 -6.111 -0.222 0.0 0.2 -0.2 0.095
H -5.086 -1.888 -1.135 0.1 -0.2 0.0 0.117
H -2.679 -1.375 -0.998 0.1 -0.2 0.0 0.111
H 0.064 -5.045 -1.467 0.3 0.4 0.2 0.063
H 3.622 -4.975 0.392 -0.2 -0.2 0.2 0.052
H 2.114 -4.520 1.268 0.1 -0.1 -0.3 0.061
H 2.125 -5.969 0.191 0.0 0.4 0.0 0.065
H 3.687 -4.899 -2.427 -0.2 -0.2 -0.1 0.053
H 2.220 -5.947 -2.265 0.0 0.4 0.1 0.065
H 2.181 -4.482 -3.323 0.1 -0.1 0.3 0.067
H -1.783 -5.584 -0.897 -0.2 0.1 0.0 0.101
H -4.178 -6.126 -1.101 0.2 0.4 0.1 0.104
C 5.939 0.615 -5.789 0.0 -0.2 0.2 -0.045
O 5.848 -0.416 -4.778 -0.5 0.5 0.6 -0.065
C 5.031 -0.209 -3.715 -0.2 0.0 -0.2 -0.238
C 4.921 -1.258 -2.764 0.2 0.5 -0.5 0.018
C 4.018 -1.153 -1.732 -0.5 0.2 0.2 -0.038
C 3.160 -0.027 -1.589 0.6 0.2 -0.9 -0.200
C 2.199 0.050 -0.527 0.1 1.4 1.0 0.053
C 1.753 1.285 -0.053 0.7 -0.7 -1.1 -0.060
C 0.988 1.497 1.087 -0.9 1.3 0.6 0.034
N 0.491 2.696 1.448 0.7 -2.2 -0.4 0.051
C -0.296 2.839 2.676 0.1 0.4 0.8 -0.154
C -1.500 1.894 2.718 -0.2 -0.2 -0.3 -0.084
C -2.365 2.102 3.940 -0.1 -0.1 0.1 -0.242
C -3.710 2.455 3.795 0.3 0.2 0.3 -0.037
C -4.470 2.768 4.925 0.2 -0.2 0.1 -0.068
C -3.901 2.672 6.202 0.1 -0.1 -0.3 -0.075
C -2.572 2.253 6.344 0.0 0.0 -0.2 -0.068
C -1.804 1.962 5.212 -0.5 0.2 0.0 -0.044
C -0.687 4.319 2.642 -0.5 0.9 0.9 -0.364
O -1.248 4.961 3.526 0.7 -1.1 -1.3 0.101
N -0.282 4.816 1.435 -0.2 -0.3 0.5 -0.038
C -0.526 6.190 1.064 0.2 0.3 -0.3 -0.002
C 0.545 3.924 0.634 0.0 0.8 -0.5 -0.460
C 1.964 4.506 0.514 0.1 0.0 0.3 0.016
C -0.086 3.750 -0.756 -0.2 -0.2 0.1 0.015
C 3.349 1.044 -2.510 0.0 -0.4 0.3 0.002
C 4.265 0.970 -3.545 0.2 -0.3 -0.1 0.004
H 6.607 0.183 -6.533 -0.1 0.2 0.0 0.099
H 4.958 0.835 -6.235 0.2 -0.2 0.2 0.101
H 6.369 1.539 -5.375 -0.1 -0.3 -0.1 0.101
H 5.552 -2.136 -2.886 -0.1 0.2 0.1 0.126
H 3.961 -1.940 -0.979 0.0 0.2 -0.3 0.082
H 1.879 -0.860 -0.029 0.0 0.0 0.0 0.102
H 2.065 2.170 -0.604 -0.1 -0.5 0.2 0.064
H 0.772 0.673 1.771 0.0 0.2 -0.2 0.155
H 0.342 2.666 3.563 -0.2 0.1 -0.4 0.168
H -2.094 2.061 1.806 0.1 -0.1 0.2 0.132
H -1.120 0.860 2.690 -0.2 0.2 0.0 0.122
H -4.131 2.514 2.788 0.0 0.1 0.4 0.115
H -5.503 3.097 4.799 0.3 -0.2 0.1 0.107
H -4.497 2.913 7.085 0.2 -0.1 -0.3 0.107
H -2.118 2.165 7.332 -0.2 0.0 -0.2 0.107
H -0.760 1.648 5.299 -0.3 0.1 0.2 0.114
H -1.215 6.628 1.788 0.1 -0.1 -0.1 0.103
H 0.407 6.769 1.053 -0.2 0.0 0.1 0.099
H -0.966 6.236 0.062 0.0 0.0 0.2 0.094
H 2.321 4.818 1.505 0.0 -0.1 -0.3 0.108
H 2.672 3.783 0.105 -0.1 0.2 0.1 0.074
H 1.936 5.380 -0.149 0.1 -0.2 0.2 0.096
H -1.145 3.477 -0.651 0.3 0.1 -0.1 0.107
H -0.008 4.698 -1.304 -0.1 -0.3 0.1 0.093
H 0.418 2.972 -1.332 -0.2 0.2 0.0 0.073
H 2.751 1.952 -2.431 0.1 -0.3 -0.1 0.112
H 4.376 1.810 -4.235 -0.1 -0.4 0.3 0.113

Record 3
88
Properties=species:S:1:pos:R:3:forces:R:3:mulliken_spin:R:1 method="wB97M-V/def2-TZVPD" lumo_energy_ha="-0.14553 / -0.12664" gap_ev="6.0 / 6.5" total_energy_ha=-10562.4184 spin_multiplicity=5 de_lowest_ev=0.6028 homo_energy_ev="-9.98 / -9.98" charge=+1
Mn 0.342 -0.033 2.773 0.5 -0.1 -1.0 3.982
Br -1.584 -3.451 1.781 0.1 -0.1 0.0 0.003
C 0.233 -3.212 1.296 -0.1 0.1 0.0 0.001
C 0.831 -4.212 0.547 0.0 0.0 -0.1 0.000
C 2.168 -4.071 0.217 -0.1 0.0 0.0 -0.002
C 2.855 -2.963 0.684 0.1 0.1 0.0 0.001
C 2.165 -2.031 1.433 0.0 0.0 0.1 0.000
N 0.856 -2.123 1.715 0.1 -0.2 -0.1 0.049
C 2.889 -0.860 2.065 0.1 -0.4 -0.4 -0.013
O 4.036 -0.612 1.795 -0.1 0.0 0.2 0.015
O 2.145 -0.205 2.918 0.9 0.3 0.4 -0.010
H 0.252 -5.069 0.237 0.0 0.0 0.0 0.000
H 2.666 -4.826 -0.375 0.0 0.0 0.0 0.000
H 3.905 -2.794 0.495 0.0 0.0 0.0 0.000
C 1.543 3.894 4.386 -0.1 0.2 0.0 -0.005
C 0.368 4.611 4.207 0.2 -0.1 0.0 0.008
C -0.646 4.056 3.446 -0.1 -0.1 -0.2 -0.010
C -0.464 2.786 2.917 0.2 0.1 0.2 -0.019
N 0.651 2.077 3.137 -0.2 0.6 -0.2 0.038
C 1.641 2.631 3.833 0.2 -0.2 -0.1 0.015
C -1.489 2.077 2.133 -0.2 -0.2 -0.2 0.011
C -2.483 2.737 1.430 0.1 0.1 0.1 -0.002
C -3.440 2.005 0.749 0.0 -0.1 0.0 0.008
C -3.384 0.623 0.813 -0.1 0.2 0.0 -0.003
C -2.345 0.031 1.499 0.1 -0.2 0.1 0.013
N -1.392 0.727 2.128 -1.0 0.6 -0.2 -0.066
H 2.366 4.305 4.952 0.0 0.0 0.0 0.000
H 0.243 5.583 4.663 0.0 0.0 -0.1 0.000
H -1.570 4.590 3.279 0.0 0.0 0.1 0.000
H 2.537 2.031 3.935 0.0 -0.1 0.0 0.002
H -2.485 3.818 1.413 -0.1 0.0 0.0 0.000
H -4.217 2.504 0.186 0.0 0.0 0.0 0.000
H -4.125 0.005 0.325 0.0 0.0 0.0 -0.001
H -2.267 -1.044 1.563 0.0 0.0 -0.1 -0.002
C 2.664 1.772 -5.495 0.0 -0.1 0.1 0.000
C 2.620 0.807 -4.312 0.0 0.2 0.0 0.000
C 2.396 1.488 -2.963 -0.1 -0.1 -0.1 0.000
C 1.022 2.145 -2.807 0.3 0.1 0.1 0.001
N -0.091 1.254 -3.114 -0.1 -0.1 0.0 0.000
C -0.473 0.189 -2.371 -0.1 0.2 0.0 0.004
Se 0.208 -0.321 -0.747 0.2 -0.1 0.1 0.023
N -1.499 -0.427 -3.009 0.1 0.2 0.0 0.000
C -2.154 -1.643 -2.551 0.0 -0.3 0.1 0.000
C -1.324 -2.897 -2.820 0.0 0.1 -0.1 0.000
C -1.098 -3.198 -4.301 -0.1 0.0 0.0 0.000
C -2.356 -3.665 -5.032 0.1 0.0 0.0 0.000
C -1.807 0.280 -4.165 0.1 0.1 -0.1 0.000
C -2.785 0.094 -5.132 0.0 -0.1 0.0 0.000
C -2.842 1.015 -6.163 0.0 0.0 0.0 0.000
C -1.955 2.090 -6.225 0.0 0.0 0.0 0.000
C -0.981 2.279 -5.259 0.0 0.1 0.0 0.000
C -0.916 1.352 -4.229 -0.1 -0.1 -0.1 0.000
H 2.937 1.243 -6.407 0.0 0.1 0.0 0.000
H 3.402 2.557 -5.321 0.0 0.0 0.0 0.000
H 1.695 2.242 -5.668 0.1 0.0 0.0 0.000
H 3.567 0.265 -4.258 0.0 0.0 0.0 0.000
H 1.840 0.057 -4.477 0.0 0.0 0.0 0.000
H 3.147 2.266 -2.811 0.0 0.0 0.0 0.000
H 2.527 0.755 -2.168 0.0 0.0 0.1 0.000
H 0.936 2.998 -3.477 -0.1 0.0 0.0 0.000
H 0.901 2.503 -1.783 0.0 0.0 0.0 -0.001
H -3.121 -1.702 -3.050 0.0 0.1 0.0 0.000
H -2.324 -1.547 -1.477 0.0 0.1 0.0 -0.001
H -1.833 -3.741 -2.345 0.0 0.0 0.0 0.000
H -0.361 -2.775 -2.319 0.0 0.0 0.1 0.000
H -0.339 -3.979 -4.375 0.0 0.0 0.0 0.000
H -0.688 -2.314 -4.799 0.1 0.0 0.0 0.000
H -2.798 -4.524 -4.523 0.0 0.0 0.0 0.000
H -2.115 -3.961 -6.052 -0.1 0.0 0.0 0.000
H -3.111 -2.880 -5.090 0.0 -0.1 0.0 0.000
H -3.483 -0.731 -5.087 0.0 0.0 0.0 0.000
H -3.590 0.902 -6.936 0.0 0.0 0.0 0.000
H -2.032 2.792 -7.044 0.0 0.0 0.0 0.000
H -0.306 3.123 -5.315 0.0 0.0 0.0 0.000
C -0.191 -1.739 7.862 0.2 0.2 -0.2 -0.003
Si 0.869 -0.710 6.704 -0.1 0.1 -0.9 0.023
C 2.525 -1.444 6.204 -0.2 0.1 0.3 0.004
C 0.909 1.120 7.155 0.1 -0.4 0.1 0.008
Se -0.450 -0.822 4.717 -0.7 -0.7 1.8 -0.076
H 0.202 -1.747 8.880 0.0 0.0 0.0 -0.001
H -0.249 -2.767 7.505 0.0 0.0 0.0 0.002
H -1.203 -1.331 7.884 0.0 0.0 0.0 0.000
H 3.245 -1.462 7.024 0.0 0.0 0.0 0.002
H 2.951 -0.867 5.381 0.0 0.0 0.0 -0.002
H 2.376 -2.466 5.855 0.0 0.0 0.0 0.001
H 1.061 1.271 8.227 0.0 0.0 0.0 0.001
H -0.040 1.580 6.878 0.0 0.0 0.0 -0.001
H 1.711 1.636 6.627 0.0 0.0 0.0 -0.001

Record 4
85
Properties=species:S:1:pos:R:3:forces:R:3:mulliken_spin:R:1 method="wB97M-V/def2-TZVPD" lumo_energy_ha="-0.20957 / -0.20959" gap_ev="5.8 / 5.9" total_energy_ha=-3905.2650 spin_multiplicity=2 de_lowest_ev=1.1725 homo_energy_ev="-11.45 / -11.55" charge=+2
Ir 0.444 0.435 -0.130 0.1 0.3 0.2 0.026
C -1.842 0.293 1.993 0.1 -0.1 -0.1 0.138
C -2.627 -0.450 0.940 0.0 0.1 0.0 -0.078
C -1.829 -1.641 0.400 0.0 0.1 0.1 0.136
C -2.743 -2.499 -0.461 0.0 -0.1 -0.1 0.034
C -2.324 -3.104 -1.580 0.0 0.0 0.1 0.078
C -1.004 -2.844 -2.101 0.1 0.2 0.1 -0.028
C -0.307 -1.839 -1.516 0.0 -0.3 -0.2 0.074
N -0.735 -1.138 -0.433 0.0 0.1 -0.2 -0.055
N -0.736 1.123 1.408 -0.1 0.0 0.1 0.008
C -1.281 2.427 0.889 0.0 -0.1 0.0 0.002
C -1.519 2.408 -0.603 0.0 0.0 0.0 -0.002
C -2.430 3.242 -1.218 0.0 0.0 0.0 0.000
C -2.543 3.205 -2.601 0.0 0.0 0.0 0.000
C -1.749 2.334 -3.328 0.0 0.0 0.0 -0.001
C -0.858 1.522 -2.653 0.0 0.0 0.0 0.003
N -0.750 1.570 -1.323 0.1 0.0 0.1 0.003
C 0.289 1.327 2.484 -0.1 0.0 0.0 -0.005
C 1.122 0.074 2.596 0.1 0.0 0.0 -0.007
C 1.566 -0.451 3.790 0.0 0.0 0.0 -0.009
C 2.322 -1.617 3.769 0.0 0.0 0.0 -0.015
C 2.597 -2.226 2.557 0.0 0.0 0.0 0.002
C 2.118 -1.649 1.396 0.0 0.0 0.0 0.011
N 1.414 -0.516 1.417 0.0 0.0 0.0 0.009
H -1.373 -0.438 2.656 0.0 0.0 0.0 -0.030
H -2.459 0.957 2.600 0.0 0.0 0.0 -0.006
H -2.898 0.202 0.105 -0.1 0.0 0.0 0.001
H -3.556 -0.800 1.385 0.0 0.0 0.0 -0.009
H -3.740 -2.661 -0.067 0.0 0.0 0.0 -0.003
H -2.987 -3.771 -2.115 0.0 0.0 0.0 0.006
H -0.614 -3.368 -2.959 0.0 0.0 0.0 -0.002
H 0.655 -1.517 -1.909 0.0 -0.1 0.0 0.004
H -0.561 3.215 1.119 0.0 0.0 0.0 -0.001
H -2.208 2.670 1.409 0.0 0.0 0.0 0.000
H -3.045 3.907 -0.627 0.0 0.0 0.0 0.000
H -3.252 3.849 -3.104 0.0 0.0 0.0 0.000
H -1.817 2.275 -4.405 0.0 0.0 0.0 0.000
H -0.211 0.818 -3.160 0.0 0.0 0.0 -0.002
H -0.198 1.559 3.434 0.0 0.0 0.0 0.001
H 0.920 2.174 2.207 0.0 0.0 0.0 -0.001
H 1.312 0.032 4.724 0.0 0.0 0.0 0.003
H 2.675 -2.052 4.694 0.0 0.0 0.0 0.001
H 3.164 -3.145 2.506 0.0 0.0 0.0 0.001
H 2.282 -2.091 0.422 0.0 0.0 0.0 0.003
C -3.886 -2.379 3.501 0.0 0.0 0.0 0.001
Ge -2.285 -3.378 2.985 0.0 0.0 0.0 -0.025
C -1.002 -3.368 4.466 0.0 0.0 0.0 0.030
C -2.762 -5.208 2.520 0.0 0.0 0.0 0.036
C -1.329 -2.550 1.495 0.0 -0.1 -0.1 0.667
H -4.412 -2.942 4.273 0.0 0.0 0.0 -0.001
H -4.577 -2.255 2.666 0.0 0.0 0.0 0.000
H -3.648 -1.397 3.915 0.0 0.0 0.0 0.001
H -1.390 -3.928 5.317 0.0 0.0 0.0 0.000
H -0.794 -2.348 4.797 0.0 0.0 0.0 0.000
H -0.065 -3.832 4.153 0.0 0.0 0.0 -0.004
H -3.127 -5.733 3.402 0.0 0.0 0.0 0.002
H -1.896 -5.744 2.131 0.0 0.0 0.0 0.000
H -3.541 -5.220 1.758 0.0 0.0 0.0 0.000
H -0.413 -3.066 1.207 0.0 0.0 0.0 0.000
C 5.644 -1.084 -3.739 0.0 0.0 0.0 0.000
N 4.948 -0.372 -2.673 -0.1 -0.1 0.0 0.000
N 3.610 -0.075 -2.757 0.0 0.0 0.0 -0.001
C 3.179 0.322 -1.533 0.1 0.1 0.0 0.001
O 1.989 0.815 -1.405 -0.1 -0.2 -0.2 0.000
C 4.256 0.197 -0.645 -0.1 0.0 0.0 -0.001
C 5.331 -0.251 -1.393 0.0 0.0 0.0 0.001
C 6.715 -0.589 -0.968 0.0 0.0 0.0 0.000
C 2.938 0.133 -4.008 0.0 0.0 0.0 0.000
C 1.983 -0.781 -4.420 0.0 -0.1 0.0 0.001
C 1.321 -0.567 -5.621 0.0 0.0 0.0 0.000
C 1.633 0.542 -6.396 0.0 0.0 0.0 0.000
C 2.604 1.443 -5.976 0.0 0.0 0.0 0.000
C 3.260 1.245 -4.771 0.0 0.0 0.0 0.000
H 5.065 -1.001 -4.653 0.0 0.0 0.0 0.000
H 5.766 -2.135 -3.480 0.0 0.0 0.0 0.000
H 6.617 -0.625 -3.899 0.0 0.0 0.0 0.000
H 4.258 0.453 0.399 0.0 0.0 0.0 0.000
H 6.839 -0.385 0.091 0.0 0.0 0.0 0.000
H 7.448 -0.001 -1.521 0.0 0.0 0.0 0.000
H 6.931 -1.644 -1.145 0.0 0.0 0.0 0.000
H 1.781 -1.663 -3.826 0.0 0.0 0.0 0.000
H 0.578 -1.278 -5.959 0.0 0.0 0.0 0.000
H 1.127 0.699 -7.339 0.0 0.0 0.0 0.000
H 2.850 2.301 -6.587 0.0 0.0 0.0 0.000
H 4.009 1.945 -4.423 0.0 0.0 0.0 0.000